(P)
Density functional theory data (the ωB97M-V functional and the def2-TZVPD basis) for a single C4H6N2 molecule.

Element x y z (Å)
C (-1.84452, -0.56984, -0.01073)
N (-0.38292, -0.42257, -0.03989)
C (0.23408, 0.79197, -0.08280)
C (1.60262, 0.96301, 0.02392)
C (2.37313, -0.20396, -0.01701)
N (3.03168, -1.16551, -0.04974)
H (-2.38617, 0.42851, -0.32976)
H (-2.28882, -0.87904, 0.97271)
H (-2.16937, -1.33156, -0.71951)
H (0.19597, -1.27053, 0.21408)
H (-0.39269, 1.70781, -0.04333)
H (2.02702, 1.95172, 0.08207)

Summary:
HOMO-LUMO gap	9.246	eV
SMILES	CN/C=C\C#N


(Q)
Density functional theory data (the ωB97M-V functional and the def2-TZVPD basis) for 2 unconnected molecules or ions with the total composition C4H6N2.

Element x y z (Å)
N (0.78254, 0.48342, 1.07659)
C (-0.25034, -0.06271, 0.59935)
C (-1.05977, -0.26514, -0.59522)
C (-1.46518, -0.85925, 0.77260)
C (2.83780, 0.94854, -2.28672)
N (2.36866, 1.08127, -1.21907)
H (0.87178, 0.28986, 2.07543)
H (1.90966, 1.07683, -0.29339)
H (-0.69437, -0.95132, -1.35518)
H (-1.63085, 0.57618, -0.98145)
H (-2.30432, -0.41716, 1.30492)
H (-1.36616, -1.93413, 0.90164)

Summary:
HOMO-LUMO gap	11.122	eV


(R)
Density functional theory data (the ωB97M-V functional and the def2-TZVPD basis) for a single C4H6N2 molecule.

Element x y z (Å)
N (-1.63749, -0.97308, 0.43672)
C (-0.34525, -0.64696, -0.12567)
C (0.92614, -0.80021, 0.67370)
C (1.60520, 0.39181, 0.40736)
C (0.82018, 1.27629, -0.35895)
N (-0.34613, 0.73969, -0.65335)
H (-1.82950, -1.95632, 0.28251)
H (-1.59275, -0.85524, 1.44472)
H (-0.15600, -1.28804, -1.00146)
H (2.59475, 0.66258, 0.76374)
H (1.06293, 2.27932, -0.70471)
H (-1.10208, 1.17015, -1.16463)

Summary:
HOMO-LUMO gap	8.132	eV


(S)
Density functional theory data (the ωB97M-V functional and the def2-TZVPD basis) for a single C4H6N2 molecule.

Element x y z (Å)
C (-1.72160, -0.23892, -0.02125)
N (-0.24221, 0.06974, -0.13023)
C (0.76071, -0.85582, -0.27469)
C (1.89725, -0.18116, 0.04599)
N (1.63466, 1.12458, 0.37487)
C (0.34183, 1.23593, 0.25575)
H (-1.75575, -0.49950, -1.14744)
H (-1.92730, -1.02781, 0.70244)
H (-2.20129, 0.68995, 0.27597)
H (0.56823, -1.87612, -0.57720)
H (2.90068, -0.57300, 0.06263)
H (-0.22597, 2.13853, 0.43914)

Summary:
HOMO-LUMO gap	9.648	eV
SMILES	Cn1ccnc1


The structure shown above that is least stable: (R).